Computed, not measured: a structure of composition C47H46N5O2P3S2SiTi, with ωB97M-V with the def2-TZVPD basis set.

```
107
C47H46N5O2P3S2SiTi, DFT ωB97M-V with the def2-TZVPD basis set
Ti 0.15 -0.54 -0.73
C -0.98 -3.29 3.26
Si -0.58 -1.75 2.26
C 0.77 -0.82 3.21
C 1.23 -1.46 4.37
C 2.10 -0.84 5.25
C 2.52 0.46 5.02
C 2.09 1.11 3.88
C 1.25 0.47 2.96
P 0.74 1.38 1.44
C 2.29 2.15 0.83
C 3.57 1.76 1.23
C 4.70 2.34 0.67
C 4.57 3.31 -0.30
C 3.31 3.69 -0.73
C 2.18 3.11 -0.18
C -0.11 2.78 2.29
C -1.13 2.43 3.19
C -1.82 3.40 3.89
C -1.50 4.75 3.72
C -0.50 5.10 2.83
C 0.18 4.12 2.12
C -2.23 -0.75 2.24
C -2.86 -0.90 3.49
C -4.14 -0.44 3.76
C -4.86 0.17 2.75
C -4.26 0.36 1.52
C -2.94 -0.04 1.26
P -2.22 0.53 -0.35
C -3.60 0.15 -1.50
C -4.04 1.06 -2.46
C -5.04 0.71 -3.36
C -5.60 -0.56 -3.32
C -5.16 -1.47 -2.38
C -4.16 -1.13 -1.48
C -2.36 2.36 -0.22
C -1.67 3.07 -1.21
C -1.70 4.46 -1.25
C -2.42 5.17 -0.30
C -3.09 4.48 0.70
C -3.05 3.09 0.75
H -1.14 -3.17 4.33
H -1.87 -3.75 2.83
H -0.16 -4.00 3.10
H 0.91 -2.47 4.59
H 2.44 -1.38 6.13
H 3.17 0.96 5.72
H 2.40 2.13 3.69
H 3.69 0.98 1.97
H 5.68 2.02 1.00
H 5.45 3.76 -0.74
H 3.19 4.42 -1.53
H 1.20 3.37 -0.56
H -1.38 1.39 3.34
H -2.60 3.11 4.58
H -2.04 5.51 4.28
H -0.25 6.14 2.68
H 0.96 4.43 1.44
H -2.34 -1.41 4.29
H -4.57 -0.59 4.74
H -5.88 0.50 2.91
H -4.82 0.86 0.73
H -3.61 2.05 -2.51
H -5.36 1.43 -4.10
H -6.38 -0.83 -4.03
H -5.58 -2.47 -2.34
H -3.82 -1.86 -0.76
H -1.07 2.53 -1.94
H -1.16 4.98 -2.03
H -2.45 6.25 -0.33
H -3.63 5.02 1.47
H -3.56 2.59 1.56
C 0.18 0.93 -7.56
C 0.10 1.32 -6.10
O 0.98 0.52 -5.35
P 0.37 -0.06 -3.89
S -1.06 -2.45 -1.76
S 0.99 1.29 -2.48
O 1.55 -1.20 -3.65
C 1.37 -2.46 -4.31
C 2.44 -2.63 -5.37
H -0.46 1.57 -8.17
H -0.14 -0.11 -7.69
H 1.21 1.02 -7.92
H -0.93 1.21 -5.74
H 0.37 2.38 -5.97
H 0.37 -2.52 -4.75
H 1.43 -3.23 -3.55
H 2.36 -1.83 -6.12
H 2.33 -3.59 -5.87
H 3.44 -2.59 -4.92
N 4.27 -1.63 -0.37
C 3.43 -0.68 -0.73
N 2.22 -1.01 -0.31
C 2.37 -2.25 0.29
N 3.64 -2.65 0.30
C 1.23 -2.99 0.70
C 1.21 -4.39 0.76
N 0.10 -5.13 0.62
C -1.01 -4.52 0.25
C -1.12 -3.05 -0.03
N -0.05 -2.28 0.69
H 5.26 -1.67 -0.53
H 3.67 0.20 -1.30
H 2.16 -4.91 0.84
H -1.91 -5.11 0.12
H -2.08 -2.71 0.39
```

Properties
Charge: -1
Multiplicity: 4
ΔE to the lowest compared entry with this formula, charge and spin (kcal per mole): 0.0

Here are the Löwdin charges for atoms 1 to 99, given in e:
1. Ti 0.174
2. C -0.155
3. Si 0.591
4. C -0.201
5. C -0.084
6. C -0.079
7. C -0.079
8. C -0.106
9. C -0.357
10. P 1.108
11. C -0.365
12. C -0.110
13. C -0.094
14. C -0.093
15. C -0.082
16. C -0.186
17. C -0.324
18. C -0.096
19. C -0.084
20. C -0.105
21. C -0.090
22. C -0.075
23. C -0.217
24. C -0.118
25. C -0.081
26. C -0.078
27. C -0.115
28. C -0.338
29. P 1.038
30. C -0.351
31. C -0.075
32. C -0.091
33. C -0.100
34. C -0.080
35. C -0.124
36. C -0.348
37. C -0.153
38. C -0.081
39. C -0.096
40. C -0.092
41. C -0.088
42. H 0.029
43. H 0.047
44. H 0.041
45. H 0.085
46. H 0.100
47. H 0.101
48. H 0.110
49. H 0.100
50. H 0.100
51. H 0.097
52. H 0.107
53. H 0.070
54. H 0.088
55. H 0.105
56. H 0.099
57. H 0.102
58. H 0.091
59. H 0.088
60. H 0.101
61. H 0.103
62. H 0.110
63. H 0.094
64. H 0.096
65. H 0.095
66. H 0.102
67. H 0.083
68. H 0.003
69. H 0.104
70. H 0.098
71. H 0.102
72. H 0.084
73. C -0.095
74. C -0.383
75. O -0.413
76. P 0.462
77. S 0.556
78. S 0.256
79. O -0.462
80. C -0.356
81. C -0.088
82. H 0.066
83. H 0.072
84. H 0.070
85. H 0.088
86. H 0.105
87. H 0.091
88. H 0.097
89. H 0.063
90. H 0.069
91. H 0.071
92. N 0.011
93. C -0.177
94. N 0.014
95. C -0.328
96. N 0.098
97. C -0.260
98. C -0.164
99. N 0.005